1.
Computed, not measured: a molecular structure, AsF6Rb, with ωB97M-V with the def2-TZVPD basis set.

Each line ends with the Mulliken charge.
Element x y z (Å)
Rb 0.0762 0.2300 3.1192  1.007
As -0.0130 -0.0337 -0.5008  1.936
F -0.4984 -1.0328 0.8813  -0.557
F -0.8093 1.3283 0.2597  -0.486
F 0.4828 0.9425 -1.8136  -0.464
F 0.8294 -1.3876 -1.1176  -0.463
F -1.4723 -0.4580 -1.2786  -0.464
F 1.4047 0.4114 0.4504  -0.509

Values from the calculation:
**ΔE to the lowest compared entry with this formula, charge and spin**: 0.0 kcal/mol
**Frontier orbital gap**: 11.44 eV
**Net charge**: 0
**Energy**: -77803.516 eV

---

2.
Computed, not measured: a molecular structure, B2F8Rb at a distorted geometry, with ωB97M-V with the def2-TZVPD basis set.

Each line ends with the Mulliken charge.
Element x y z (Å)
Rb -2.3349 3.0633 -0.5514  0.999
B 1.7297 0.2526 -2.4881  0.595
F 2.0952 1.1652 -3.4366  -0.397
F 2.8270 -0.5040 -2.1268  -0.415
F 1.3761 0.8903 -1.3142  -0.411
F 0.8065 -0.6127 -2.9363  -0.372
B -1.3023 -0.8464 2.5878  0.617
F -0.1129 -1.4355 2.9590  -0.390
F -1.2209 0.5275 2.7014  -0.413
F -1.5380 -1.1597 1.2455  -0.418
F -2.3255 -1.3406 3.3596  -0.395

Values from the calculation:
**ΔE to the lowest compared entry with this formula, charge and spin**: 74.6 kcal/mol
**Frontier orbital gap**: 7.44 eV
**Net charge**: -1
**Energy**: -23762.339 eV